[1]
C3H8N2O in the gas phase, computed with the ωB97M-V functional and the def2-TZVPD basis.

Its maximum force is 3.95 eV/A. As for the highest occupied orbital energy: -7.54 eV. The calculation puts the frontier orbital gap at 8.601 eV. The SMILES is CN/N=C/OC.

Cartesian coordinates (Å):
C1 0.62391 0.36031 2.66799
N1 1.02270 0.36582 1.28016
N2 0.05970 -0.00844 0.35862
C2 0.41288 -0.04386 -0.87084
O1 -0.29992 -0.23458 -1.94338
C3 -1.67265 -0.43447 -1.74388
H1 0.48704 1.44200 3.06415
H2 -0.38470 -0.11377 2.76448
H3 1.29972 -0.32685 3.22632
H4 1.94396 0.73626 1.08173
H5 1.49310 0.00572 -1.16350
H6 -2.25857 0.45835 -1.43651
H7 -2.04520 -0.80704 -2.68623
H8 -1.89767 -1.31163 -1.09450



[2]
A molecular structure, C3H4N4, computed with the ωB97M-V functional and the def2-TZVPD basis.

Its maximum force is 6.51 eV/A. As for the highest occupied orbital energy (spin up / spin down): -21.22 / -21.18 eV. The calculation puts the frontier orbital gap (spin up / spin down) at 8.158 / 8.205 eV. As for the total charge: +2.

Cartesian coordinates (Å):
C1 2.78417 1.85924 0.58051
C2 0.79518 0.67545 0.47153
C3 -0.37911 -0.05654 0.56162
N1 3.43488 1.87145 -0.54146
N2 2.67233 1.26214 -1.29799
N3 1.73093 1.32616 0.94126
N4 1.62836 0.70720 -1.32586
H1 -1.33840 0.38062 0.05714
H2 -0.61744 -0.38436 1.52470
H3 -0.29545 -0.81553 -0.17719
H4 1.09256 0.20939 -2.15053



[3]
C5H6N2O in the gas phase, computed with the ωB97M-V functional and the def2-TZVPD basis.

Its maximum force is 4.16 eV/A. As for the highest occupied orbital energy: -8.48 eV. The calculation puts the frontier orbital gap at 9.116 eV. The SMILES is C1=NCC2=C1CON2.

Cartesian coordinates (Å):
C1 -1.46468 1.13675 -0.01815
N1 -2.29564 0.13821 0.03078
C2 -1.46274 -1.12574 -0.02442
C3 -0.02232 -0.65779 -0.07065
C4 -0.04805 0.69823 -0.01733
C5 1.33263 1.14280 0.07695
O1 2.21204 -0.08559 -0.13888
N2 1.29048 -1.17870 -0.01534
H1 -1.83660 2.09957 0.11559
H2 -1.70983 -1.53171 -0.98524
H3 -1.56779 -1.81922 0.80327
H4 1.61940 1.59358 1.08146
H5 1.59007 1.98586 -0.73147
H6 1.23556 -1.52531 1.04087